No. 1
ORCA calculation (the ωB97M-V functional and the def2-TZVPD basis) on a 11-piece molecular cluster, C4H27NO13 overall at a distorted geometry.

CARTESIAN COORDINATES (ANGSTROEM)
C -0.404 -2.882 -1.028
N -0.811 -2.983 0.287
C 0.228 -2.920 1.310
C -2.123 -2.964 0.741
C -2.346 -1.611 1.331
O -3.182 -1.953 2.377
O -1.902 -0.467 1.223
O -1.181 -2.506 -1.883
H 0.497 -3.244 -1.272
H 0.146 -2.110 1.884
H 0.034 -3.897 1.987
H 1.237 -3.050 1.111
H -3.095 -2.886 0.049
H -2.504 -3.680 1.409
H -3.168 -1.052 2.942
H 0.527 4.847 -0.740
H -0.671 4.747 -1.297
O -0.394 4.804 -0.505
H 4.153 2.802 0.584
H 2.890 3.492 1.172
O 3.389 3.456 0.369
H -3.822 1.967 2.040
H -2.615 1.229 2.393
O -3.330 1.757 2.752
H 2.252 -0.293 2.184
H 0.865 -0.127 3.087
O 1.661 -0.714 2.949
H 0.323 3.122 0.490
H -0.342 3.137 1.662
O 0.572 2.836 1.357
H 0.995 1.178 -1.474
H 2.257 1.877 -1.199
O 1.647 1.326 -0.728
H 1.891 3.967 -3.382
H 1.869 3.716 -1.923
O 1.368 4.052 -2.676
H 1.537 -3.244 -2.897
H 1.523 -2.874 -4.464
O 1.911 -2.701 -3.603
H 2.261 -0.345 -0.411
H 2.851 -1.087 -1.560
O 2.772 -1.047 -0.681
H -0.309 -0.412 -2.713
H -1.066 0.617 -2.069
O -0.454 0.500 -2.666

Calculated values
Gap between HOMO and LUMO: 10.0 eV
SMILES string: CN(C=O)CC(=O)O.O.O.O.O.O.O.O.O.O.O
E_HOMO: -9.82 eV

***

No. 2
ORCA calculation (the ωB97M-V functional and the def2-TZVPD basis) on one molecule with the formula C3H9N at a distorted geometry.

CARTESIAN COORDINATES (ANGSTROEM)
C -1.841 0.196 -0.535
C -0.282 0.039 -0.694
C 0.359 -0.086 0.688
H -2.430 -0.006 -1.457
H -2.062 1.285 -0.212
H -2.117 -0.525 0.290
H 0.174 0.820 -1.284
H -0.142 -0.893 -1.248
H -0.024 -0.976 1.125
H 0.075 0.813 1.277
H 2.009 -0.827 -0.218
H 2.383 -0.164 1.398
N 1.817 -0.060 0.511

Calculated values
Gap between HOMO and LUMO: 10.5 eV
SMILES string: CCCN
E_HOMO: -9.20 eV

***

No. 3
ORCA calculation (the ωB97M-V functional and the def2-TZVPD basis) on C44H59CuO4P3Si as an isolated structure.

CARTESIAN COORDINATES (ANGSTROEM)
Cu 0.715 -0.084 -0.277
C -2.446 1.614 -2.142
C -1.565 2.760 -1.651
C -0.295 2.862 -2.499
P -1.063 2.533 0.130
C -1.049 4.267 0.849
C -1.953 5.363 0.291
C -1.168 4.159 2.372
C -2.576 1.768 0.865
C -3.808 2.425 0.890
C -4.920 1.859 1.494
C -4.806 0.605 2.081
C -3.593 -0.066 2.036
C -2.458 0.485 1.426
Si -0.770 -0.426 1.380
C -1.242 -2.192 2.012
C -0.908 -2.591 3.313
C -1.249 -3.836 3.823
C -1.955 -4.731 3.036
C -2.280 -4.373 1.736
C -1.926 -3.131 1.203
P -2.326 -2.668 -0.543
C -1.196 -3.785 -1.529
C 0.159 -3.089 -1.692
C -0.960 -5.216 -1.050
C -4.043 -3.345 -0.883
C -5.006 -2.852 0.198
C -4.304 -4.815 -1.213
C 0.044 0.378 2.942
C -0.700 0.681 4.094
C -0.116 1.224 5.226
C 1.251 1.482 5.243
C 2.005 1.209 4.115
C 1.415 0.676 2.964
P 2.417 0.396 1.447
C 3.408 1.963 1.279
C 3.958 2.005 -0.152
C 2.546 3.203 1.520
C 3.642 -0.820 2.122
C 4.835 -1.031 1.192
C 2.905 -2.140 2.361
H -2.600 1.702 -3.222
H -3.420 1.595 -1.652
H -1.963 0.649 -1.949
H -2.106 3.706 -1.745
H 0.277 1.933 -2.464
H 0.371 3.656 -2.141
H -0.547 3.082 -3.542
H -0.021 4.584 0.641
H -3.015 5.125 0.376
H -1.741 5.580 -0.758
H -1.788 6.289 0.854
H -2.206 4.003 2.672
H -0.809 5.077 2.848
H -0.586 3.321 2.768
H -3.910 3.395 0.416
H -5.865 2.390 1.503
H -5.664 0.144 2.559
H -3.527 -1.054 2.482
H -0.370 -1.905 3.959
H -0.970 -4.098 4.838
H -2.244 -5.702 3.421
H -2.812 -5.084 1.121
H -1.677 -3.811 -2.516
H 0.638 -2.933 -0.721
H 0.069 -2.113 -2.164
H 0.835 -3.703 -2.295
H -0.422 -5.214 -0.100
H -0.330 -5.738 -1.778
H -1.870 -5.799 -0.917
H -4.283 -2.789 -1.797
H -4.894 -3.434 1.116
H -6.043 -2.952 -0.139
H -4.829 -1.803 0.446
H -4.112 -5.481 -0.371
H -3.708 -5.158 -2.059
H -5.359 -4.941 -1.482
H -1.768 0.483 4.100
H -0.723 1.445 6.098
H 1.720 1.905 6.124
H 3.068 1.432 4.120
H 4.243 1.947 1.991
H 3.132 2.149 -0.855
H 4.461 1.083 -0.447
H 4.656 2.841 -0.267
H 1.628 3.136 0.924
H 3.085 4.101 1.206
H 2.253 3.322 2.561
H 4.000 -0.427 3.080
H 4.502 -1.253 0.175
H 5.433 -1.875 1.551
H 5.485 -0.154 1.164
H 2.517 -2.531 1.415
H 2.063 -2.025 3.045
H 3.587 -2.885 2.780
O 3.299 -1.241 -1.722
C 2.640 -0.431 -2.381
O 1.514 0.078 -2.060
C 3.192 0.041 -3.715
C 4.486 -0.305 -4.076
C 5.051 0.117 -5.284
C 4.257 0.886 -6.096
O 4.557 1.406 -7.336
C 3.441 2.221 -7.689
O 2.397 1.976 -6.756
C 2.967 1.227 -5.745
C 2.401 0.828 -4.563
H 5.048 -0.922 -3.386
H 6.061 -0.147 -5.570
H 3.103 1.951 -8.689
H 3.733 3.275 -7.643
H 1.397 1.099 -4.269

Calculated values
Gap between HOMO and LUMO: 5.9 eV
Net charge: -1
E_HOMO: -3.36 eV

***

What did the first record say?
ORCA calculation (the ωB97M-V functional and the def2-TZVPD basis) on a 11-piece molecular cluster, C4H27NO13 overall at a distorted geometry.

CARTESIAN COORDINATES (ANGSTROEM)
C -0.404 -2.882 -1.028
N -0.811 -2.983 0.287
C 0.228 -2.920 1.310
C -2.123 -2.964 0.741
C -2.346 -1.611 1.331
O -3.182 -1.953 2.377
O -1.902 -0.467 1.223
O -1.181 -2.506 -1.883
H 0.497 -3.244 -1.272
H 0.146 -2.110 1.884
H 0.034 -3.897 1.987
H 1.237 -3.050 1.111
H -3.095 -2.886 0.049
H -2.504 -3.680 1.409
H -3.168 -1.052 2.942
H 0.527 4.847 -0.740
H -0.671 4.747 -1.297
O -0.394 4.804 -0.505
H 4.153 2.802 0.584
H 2.890 3.492 1.172
O 3.389 3.456 0.369
H -3.822 1.967 2.040
H -2.615 1.229 2.393
O -3.330 1.757 2.752
H 2.252 -0.293 2.184
H 0.865 -0.127 3.087
O 1.661 -0.714 2.949
H 0.323 3.122 0.490
H -0.342 3.137 1.662
O 0.572 2.836 1.357
H 0.995 1.178 -1.474
H 2.257 1.877 -1.199
O 1.647 1.326 -0.728
H 1.891 3.967 -3.382
H 1.869 3.716 -1.923
O 1.368 4.052 -2.676
H 1.537 -3.244 -2.897
H 1.523 -2.874 -4.464
O 1.911 -2.701 -3.603
H 2.261 -0.345 -0.411
H 2.851 -1.087 -1.560
O 2.772 -1.047 -0.681
H -0.309 -0.412 -2.713
H -1.066 0.617 -2.069
O -0.454 0.500 -2.666

Calculated values
Gap between HOMO and LUMO: 10.0 eV
SMILES string: CN(C=O)CC(=O)O.O.O.O.O.O.O.O.O.O.O
E_HOMO: -9.82 eV